Here is a structure of composition C25H25GaN2P at a distorted geometry from the Open Molecules 2025 dataset. Energies are from ωB97M-V/def2-TZVPD.

Atoms and positions in Å:
C (2.5808, -1.8181, -3.9151)
C (1.4012, -2.6225, -3.9379)
C (1.2049, -3.1534, -2.6278)
C (2.2613, -2.6753, -1.7957)
C (3.1081, -1.8452, -2.5901)
Ga (0.1171, 1.0835, -2.1669)
N (1.5475, 1.6254, -3.2105)
C (0.4918, 1.5792, -4.3628)
C (-0.6419, 0.6811, -3.9158)
H (0.4007, -3.8190, -2.3221)
H (0.7742, -2.8126, -4.8059)
H (2.4104, -2.9216, -0.7467)
H (4.0021, -1.3314, -2.2450)
H (3.0052, -1.2857, -4.7622)
H (-0.5313, -0.3415, -4.2817)
H (0.1490, 2.5993, -4.6180)
H (1.8209, 2.6068, -3.0956)
H (-1.6271, 1.0933, -4.1358)
H (0.9801, 1.1680, -5.2633)
N (-0.6925, 0.9294, -0.6260)
P (-0.5760, 0.5058, 0.8771)
C (-1.3641, -1.1104, 1.1550)
C (-1.0909, -2.1462, 0.2427)
C (-1.9192, -3.2695, 0.1856)
C (-3.0148, -3.3864, 1.0499)
C (-3.2271, -2.4105, 2.0270)
C (-2.3926, -1.2947, 2.0997)
C (1.1147, 0.6047, 1.5341)
C (1.5292, 1.7161, 2.2879)
C (2.8648, 1.8611, 2.6566)
C (3.8202, 0.9310, 2.2332)
C (3.4192, -0.1569, 1.4447)
C (2.0777, -0.3257, 1.1047)
C (-1.5191, 1.6192, 1.9275)
C (-2.3613, 2.5348, 1.2906)
C (-3.1292, 3.4140, 2.0628)
C (-3.0537, 3.3721, 3.4583)
C (-2.2130, 2.4515, 4.0930)
C (-1.4411, 1.5716, 3.3308)
H (-0.2544, -2.0495, -0.4528)
H (-1.7167, -4.0504, -0.5488)
H (-3.6927, -4.2367, 0.9685)
H (-4.0575, -2.5085, 2.7280)
H (-2.5623, -0.5506, 2.8754)
H (0.8030, 2.4689, 2.5984)
H (3.1626, 2.7092, 3.2722)
H (4.8658, 1.0570, 2.5059)
H (4.1602, -0.8770, 1.0932)
H (1.7748, -1.1797, 0.4942)
H (-2.3984, 2.5416, 0.2003)
H (-3.7807, 4.1296, 1.5641)
H (-3.6494, 4.0630, 4.0566)
H (-2.1549, 2.4115, 5.1804)
H (-0.7855, 0.8502, 3.8282)

Values from the calculation:
Gap between HOMO and LUMO, eV: 5.062
Total charge: -1
Molecular weight, g mol⁻¹: 454.19

Here is a structure of composition C25H25I2N2O3RuS3 from the Open Molecules 2025 dataset. Energies are from ωB97M-V/def2-TZVPD.

Atoms and positions in Å:
Ru (1.4087, 0.5084, 0.5263)
S (2.2690, -0.3101, 2.5761)
C (1.7813, -1.9910, 2.6106)
C (2.0169, -2.7762, 3.7440)
C (1.6238, -4.1000, 3.7942)
C (0.9802, -4.6770, 2.7009)
C (0.7437, -3.9146, 1.5710)
C (1.1392, -2.5777, 1.5123)
S (0.8082, -1.6443, 0.0584)
H (2.5112, -2.3191, 4.5927)
H (1.8128, -4.6840, 4.6873)
H (0.6635, -5.7124, 2.7317)
H (0.2412, -4.3460, 0.7132)
C (-1.5325, 2.6778, -1.5121)
C (-1.8902, 1.2895, -2.0496)
C (-2.3568, 0.3628, -0.9310)
C (-0.8081, 0.6718, -2.9131)
C (-1.1693, 0.2239, -4.1740)
C (-0.2368, -0.2948, -5.0600)
C (1.1025, -0.3106, -4.7018)
C (1.5360, 0.1249, -3.4588)
C (3.0332, 0.2298, -3.2324)
C (3.6106, -0.7007, -2.1661)
C (3.4482, 1.6813, -2.9948)
C (0.5595, 0.5511, -2.5039)
N (0.9057, 0.9004, -1.2494)
H (-2.3958, 3.1108, -1.0040)
H (-1.2350, 3.3463, -2.3242)
H (-0.7205, 2.6300, -0.7912)
H (-2.7452, 1.4207, -2.7266)
H (-1.5590, 0.1812, -0.2162)
H (-2.6730, -0.6076, -1.3211)
H (-3.1960, 0.8192, -0.4003)
H (-2.2106, 0.2979, -4.4701)
H (-0.5453, -0.6451, -6.0380)
H (1.8449, -0.6541, -5.4150)
H (3.4801, -0.0751, -4.1880)
H (3.3340, -0.3872, -1.1611)
H (4.7021, -0.6825, -2.2179)
H (3.2631, -1.7259, -2.2998)
H (3.0225, 2.0674, -2.0703)
H (3.1146, 2.3175, -3.8180)
H (4.5334, 1.7572, -2.9096)
O (-3.5710, 3.7675, 3.8286)
S (-3.4218, 2.9788, 2.6263)
O (-4.4887, 3.1043, 1.6573)
N (-1.9759, 3.1654, 1.9494)
C (-1.2691, 2.0409, 1.9557)
O (-0.1345, 1.9264, 1.4499)
C (-1.9799, 0.8865, 2.6338)
C (-1.5351, -0.4058, 2.8420)
C (-2.3818, -1.2962, 3.4897)
C (-3.6441, -0.8959, 3.9203)
C (-4.0877, 0.4061, 3.7137)
C (-3.2303, 1.2711, 3.0666)
H (-0.5536, -0.7060, 2.5110)
H (-2.0481, -2.3129, 3.6587)
H (-4.2884, -1.6079, 4.4230)
H (-5.0660, 0.7292, 4.0435)
I (3.2043, 2.6256, 0.8328)
I (6.2555, 2.2891, -0.1026)

Values from the calculation:
Gap between HOMO and LUMO (alpha / beta), eV: 6.388 / 5.594
Total charge: -2
Molecular weight, g mol⁻¹: 852.57
Spin multiplicity: 6

Here is the molecule C25H25N3O from the Open Molecules 2025 dataset. Energies are from ωB97M-V/def2-TZVPD.

Atoms and positions in Å:
C (1.7355, 2.1376, 6.2590)
N (2.2807, 1.9139, 4.9417)
C (3.7166, 1.9716, 4.8033)
C (1.5452, 1.1996, 4.0189)
C (0.1990, 0.8802, 4.2381)
C (-0.5380, 0.2029, 3.2882)
C (0.0165, -0.1969, 2.0801)
C (-0.8278, -0.9105, 1.0540)
C (-0.0673, -2.0767, 0.3669)
N (0.4526, -1.7143, -0.9292)
C (0.0233, -2.3120, -2.0656)
O (-0.6065, -3.3530, -2.0652)
C (0.4177, -1.6259, -3.3320)
C (0.5191, -0.2423, -3.4345)
C (0.8352, 0.3419, -4.6480)
C (1.0584, -0.4452, -5.7653)
C (0.9486, -1.8229, -5.6723)
C (0.6210, -2.4085, -4.4642)
C (-1.3369, 0.0649, 0.0290)
C (-0.9713, 1.3699, -0.1238)
N (-1.6099, 1.9157, -1.2077)
C (-2.4063, 0.9635, -1.7782)
C (-3.2200, 1.0269, -2.9016)
C (-3.9007, -0.1164, -3.2584)
C (-3.7844, -1.2925, -2.5130)
C (-2.9802, -1.3612, -1.3987)
C (-2.2656, -0.2244, -1.0218)
C (1.3506, 0.1178, 1.8580)
C (2.1013, 0.7930, 2.7992)
H (0.8039, 2.7020, 6.1891)
H (1.5398, 1.2014, 6.7971)
H (2.4376, 2.7292, 6.8427)
H (3.9887, 2.5040, 3.8893)
H (4.1729, 0.9743, 4.7770)
H (4.1384, 2.5189, 5.6433)
H (-0.2876, 1.1540, 5.1594)
H (-1.5743, -0.0243, 3.4965)
H (-1.6937, -1.3420, 1.5695)
H (-0.7361, -2.9209, 0.1878)
H (0.7473, -2.4128, 1.0179)
H (0.9479, -0.8398, -0.9950)
H (0.3222, 0.3887, -2.5801)
H (0.9049, 1.4177, -4.7236)
H (1.3085, 0.0164, -6.7095)
H (1.1124, -2.4385, -6.5445)
H (0.5140, -3.4789, -4.3740)
H (-0.2989, 1.9604, 0.4691)
H (-1.5348, 2.8724, -1.5070)
H (-3.3109, 1.9395, -3.4730)
H (-4.5388, -0.1057, -4.1298)
H (-4.3367, -2.1659, -2.8254)
H (-2.8971, -2.2785, -0.8379)
H (1.8306, -0.1717, 0.9341)
H (3.1333, 1.0031, 2.5705)

Values from the calculation:
Gap between HOMO and LUMO, eV: 8.291
Total charge: 0
Molecular weight, g mol⁻¹: 383.49

Here is a structure of composition C25H25N8O8S2V at a distorted geometry from the Open Molecules 2025 dataset. Energies are from ωB97M-V/def2-TZVPD.

Atoms and positions in Å:
V (0.0671, 0.0391, 0.0060)
O (-0.1222, -3.7790, 0.8695)
C (-0.5605, -2.6699, 0.9341)
O (0.1668, -1.6255, 0.4225)
C (-1.8285, -2.2358, 1.5469)
C (-2.6030, -3.2391, 2.1127)
C (-3.7903, -2.9188, 2.7186)
C (-4.2275, -1.6149, 2.7886)
C (-3.4452, -0.6220, 2.2448)
C (-2.2350, -0.8770, 1.5809)
O (-1.5657, 0.0937, 1.0150)
N (-3.9782, 0.7604, 2.3725)
O (-5.1630, 0.8794, 2.5926)
O (-3.1879, 1.6819, 2.3324)
N (-4.6134, -3.9942, 3.3084)
O (-4.1989, -5.1279, 3.2060)
O (-5.6422, -3.6686, 3.8559)
H (-2.2649, -4.2651, 2.0697)
H (-5.1650, -1.3706, 3.2670)
N (0.3464, -0.2362, -4.7544)
C (-0.9687, -0.2801, -5.0587)
N (-1.3309, -0.1665, -6.3419)
N (-1.9250, -0.4115, -4.1608)
C (-1.5351, -0.4984, -2.9132)
N (-1.2176, -0.5851, -1.8035)
H (1.0436, -0.2876, -5.4765)
H (0.6342, -0.5132, -3.8258)
H (-0.6679, -0.0264, -7.0810)
H (-2.3138, -0.1426, -6.5514)
O (-0.2332, 1.8182, -0.4665)
S (-0.9160, 2.8798, 0.4815)
C (0.3638, 4.0789, 0.6588)
C (1.2705, 4.3290, -0.3634)
C (2.2672, 5.2616, -0.1388)
C (2.3476, 5.9226, 1.0862)
C (1.4372, 5.6531, 2.0955)
C (0.4343, 4.7133, 1.8888)
C (-2.0220, 3.6776, -0.6308)
C (-3.0646, 4.3784, -0.0432)
C (-3.9455, 5.0583, -0.8726)
C (-3.7817, 5.0092, -2.2491)
C (-2.7438, 4.2751, -2.8149)
C (-1.8493, 3.5949, -2.0054)
H (1.2062, 3.7998, -1.3048)
H (2.9841, 5.4783, -0.9198)
H (3.1322, 6.6491, 1.2528)
H (1.5100, 6.1609, 3.0478)
H (-0.2782, 4.4828, 2.6726)
H (-3.1992, 4.3795, 1.0325)
H (-4.7678, 5.6122, -0.4405)
H (-4.4767, 5.5363, -2.8894)
H (-2.6327, 4.2336, -3.8902)
H (-1.0481, 3.0040, -2.4272)
S (2.1750, -0.0677, -1.3738)
C (3.0889, -1.1272, -0.3571)
N (4.1381, -0.7501, 0.3626)
C (4.6407, -1.8238, 1.2284)
C (3.7785, -3.0309, 0.7802)
N (2.8725, -2.4199, -0.1985)
H (4.4344, 0.2101, 0.3933)
H (4.4759, -1.5720, 2.2741)
H (5.7033, -1.9886, 1.0714)
H (3.2131, -3.4652, 1.6011)
H (4.3696, -3.8137, 0.3110)
H (2.0265, -2.8636, -0.5225)
C (1.1387, 0.6658, 1.6703)
H (1.5872, -0.1937, 2.1701)
H (0.4526, 1.1487, 2.3710)
H (1.9197, 1.3759, 1.3866)

Values from the calculation:
Gap between HOMO and LUMO (alpha / beta), eV: 7.710 / 8.393
Total charge: +1
Molecular weight, g mol⁻¹: 680.60
Spin multiplicity: 2